# 1
Molecular formula: C41H80N2O20P3S
Method: DFT, ωB97M-V/def2-TZVPD

Geometry as ORCA input:
```
! wB97M-V def2-TZVPD RIJCOSX def2/J DEFGRID3
* xyz 1 1
C -1.968 -2.511 -0.213
C -2.490 -1.631 0.921
O -3.853 -1.230 0.772
C -4.014 -0.217 -0.175
C -3.426 1.092 0.341
C -4.098 1.768 1.366
P -5.629 0.967 2.073
C -7.076 2.034 1.771
C -5.421 0.621 3.852
C -3.571 2.988 1.794
C -4.338 3.718 2.872
O -4.073 3.432 4.006
O -5.248 4.620 2.569
C -5.615 4.852 1.199
C -2.354 3.479 1.286
P -1.680 5.022 2.103
S -2.755 6.616 1.946
C -1.725 2.772 0.277
P -0.147 3.505 -0.339
O 0.837 3.550 0.747
O -0.690 4.902 -0.836
O 0.436 2.819 -1.631
N -2.277 1.598 -0.170
C -1.573 0.836 -1.227
N -1.868 1.375 -2.531
H -0.889 -2.525 -0.100
H -2.320 -3.523 -0.037
H -2.260 -2.169 -1.202
H -2.454 -2.225 1.829
H -1.833 -0.770 1.089
H -5.080 -0.034 -0.286
H -3.651 -0.496 -1.161
H -7.217 2.839 2.493
H -6.973 2.498 0.795
H -7.964 1.410 1.760
H -5.061 -0.403 3.920
H -4.726 1.260 4.385
H -6.406 0.643 4.312
H -5.000 5.632 0.761
H -6.644 5.190 1.208
H -5.561 3.961 0.584
H -0.365 5.154 1.680
H -1.577 4.558 3.422
H 0.049 5.524 -0.931
H 1.266 2.369 -1.416
H -1.840 -0.206 -1.173
H -0.517 0.876 -0.974
H -2.579 2.091 -2.538
H -2.059 0.665 -3.220
O 1.001 -2.238 1.249
C 1.402 -3.342 1.540
O 0.891 -4.385 0.868
C 1.423 -5.716 0.994
C 0.830 -6.462 2.164
C 2.373 -3.571 2.668
H 2.511 -5.691 1.043
H 1.160 -6.210 0.060
H 1.078 -5.981 3.110
H 1.220 -7.476 2.187
H -0.258 -6.498 2.091
H 1.818 -3.658 3.601
H 3.031 -2.714 2.735
H 2.995 -4.453 2.542
O -7.680 3.520 -1.531
C -8.684 2.906 -1.785
O -8.673 1.570 -1.655
C -9.852 0.755 -1.732
C -10.194 0.381 -3.158
C -9.919 3.589 -2.320
H -10.685 1.238 -1.220
H -9.607 -0.139 -1.161
H -10.434 1.259 -3.758
H -11.052 -0.290 -3.176
H -9.348 -0.119 -3.629
H -9.834 3.665 -3.403
H -9.959 4.591 -1.900
H -10.849 3.087 -2.067
O 3.707 -7.573 2.743
C 4.144 -8.663 2.998
O 3.665 -9.718 2.314
C 4.238 -11.029 2.399
C 3.676 -11.822 3.559
C 5.142 -8.882 4.109
H 5.327 -10.971 2.428
H 3.975 -11.507 1.458
H 3.916 -11.359 4.517
H 4.080 -12.834 3.557
H 2.590 -11.879 3.484
H 4.597 -9.011 5.044
H 5.761 -7.993 4.185
H 5.798 -9.735 3.958
O 0.114 2.036 -6.599
C 1.126 1.910 -5.965
O 2.180 1.311 -6.545
C 3.483 1.271 -5.950
C 3.639 0.102 -5.001
C 1.199 2.324 -4.513
H 3.718 2.224 -5.475
H 4.168 1.162 -6.789
H 2.956 0.177 -4.154
H 4.658 0.059 -4.617
H 3.421 -0.833 -5.517
H 0.832 1.502 -3.902
H 0.543 3.178 -4.375
H 2.194 2.614 -4.178
O 4.148 -2.248 4.688
C 4.110 -1.063 4.886
O 4.751 -0.248 4.034
C 4.620 1.180 4.070
C 5.590 1.817 5.038
C 3.430 -0.483 6.105
H 3.585 1.462 4.270
H 4.845 1.506 3.056
H 5.399 1.499 6.065
H 5.513 2.902 4.990
H 6.609 1.532 4.787
H 4.141 -0.479 6.930
H 2.597 -1.130 6.366
H 3.043 0.523 5.963
O -3.265 -0.250 -12.689
C -2.422 0.261 -12.006
O -1.701 -0.517 -11.176
C -0.556 -0.041 -10.458
C -0.929 0.607 -9.142
C -2.205 1.758 -11.995
H 0.044 0.619 -11.085
H 0.045 -0.931 -10.277
H -1.542 1.496 -9.293
H -0.042 0.898 -8.590
H -1.507 -0.090 -8.534
H -2.891 2.203 -11.275
H -2.442 2.138 -12.985
H -1.190 2.061 -11.754
O 7.799 3.287 3.498
C 8.643 3.830 4.158
O 9.495 3.063 4.861
C 10.649 3.586 5.530
C 10.322 4.087 6.921
C 8.717 5.334 4.284
H 11.135 4.348 4.921
H 11.338 2.745 5.590
H 9.624 4.924 6.893
H 11.229 4.415 7.428
H 9.861 3.293 7.508
H 8.053 5.649 5.089
H 8.366 5.767 3.351
H 9.715 5.718 4.475
*
```

Values from the calculation:
E_HOMO ... -10.416 eV
Max |F| ... 2.1 eV Å⁻¹
Kohn-Sham gap ... 6.4 eV
E_tot ... -126441.5331 eV



# 2
Molecular formula: C41H81FN6O15S
Method: DFT, ωB97M-V/def2-TZVPD

Geometry as ORCA input:
```
! wB97M-V def2-TZVPD RIJCOSX def2/J DEFGRID3
* xyz 0 1
C 6.107 0.093 1.212
C 6.528 -1.238 1.153
C 5.669 -2.388 1.353
O 6.121 -3.497 1.366
O 4.325 -2.181 1.499
C 3.805 -2.776 2.700
C 2.574 -1.937 3.137
C 1.324 -2.805 3.473
C 0.092 -2.355 2.618
C -1.140 -2.198 3.524
C -2.500 -1.941 2.829
C -2.783 -0.565 2.173
C -1.767 0.553 2.600
C -2.418 1.906 3.030
C -1.347 3.064 3.110
C 0.095 2.602 3.389
O 0.819 2.446 2.167
O -3.985 -0.037 2.875
S -5.385 -0.710 2.623
O -6.373 0.293 2.857
O -5.697 -1.841 3.453
C -5.566 -1.255 0.904
O -6.368 -0.331 0.212
C -7.167 -0.950 -0.798
C -7.031 -0.083 -2.070
C -4.197 -1.513 0.152
C -4.078 -3.071 0.131
C -2.755 -3.767 -0.201
C -2.866 -5.237 0.243
F -3.989 -5.830 -0.335
C -3.028 -0.608 0.613
C -3.536 0.831 0.238
O -3.748 0.985 -1.171
N -3.415 2.301 -1.551
O -4.232 2.708 -2.274
C -1.649 -0.705 -0.121
C -1.397 -1.153 -1.579
C -2.532 -1.401 -2.589
O -0.523 -2.302 -1.698
H 5.941 0.631 0.273
H 6.012 0.624 2.175
H 7.576 -1.429 0.923
H 4.576 -2.719 3.474
H 3.504 -3.812 2.519
H 2.396 -1.241 2.311
H 2.826 -1.311 3.999
H 1.097 -2.636 4.531
H 1.548 -3.863 3.314
H 0.324 -1.426 2.094
H -0.109 -3.196 1.939
H -0.937 -1.528 4.368
H -1.265 -3.177 4.015
H -2.642 -2.814 2.187
H -3.216 -2.090 3.645
H -0.940 0.690 1.903
H -1.285 0.287 3.544
H -3.178 2.278 2.349
H -2.813 1.828 4.043
H -1.455 3.661 2.199
H -1.654 3.713 3.937
H 0.178 1.731 4.046
H 0.593 3.430 3.920
H 0.280 2.742 1.425
H -6.136 -2.188 0.935
H -8.202 -0.998 -0.439
H -6.834 -1.962 -1.071
H -7.672 -0.507 -2.849
H -5.985 -0.158 -2.380
H -7.299 0.938 -1.799
H -4.516 -1.241 -0.856
H -4.839 -3.448 -0.565
H -4.405 -3.450 1.113
H -1.929 -3.358 0.391
H -2.480 -3.809 -1.255
H -2.962 -5.335 1.330
H -1.987 -5.775 -0.130
H -2.782 1.589 0.490
H -4.449 1.124 0.767
H -1.212 0.295 -0.036
H -0.989 -1.298 0.531
H -0.794 -0.381 -2.077
H -2.989 -0.490 -2.979
H -3.292 -2.125 -2.287
H -2.044 -1.849 -3.466
H -0.350 -2.677 -0.827
C -3.516 8.269 2.993
N -3.204 6.868 2.780
C -4.058 5.848 2.497
C -5.526 6.174 2.382
O -3.632 4.713 2.346
H -2.979 8.869 2.257
H -3.184 8.560 3.991
H -4.579 8.460 2.901
H -2.240 6.578 2.843
H -6.072 5.263 2.155
H -5.900 6.579 3.323
H -5.693 6.891 1.576
C 5.928 -2.719 -4.772
N 6.503 -1.846 -3.768
C 5.940 -1.411 -2.614
C 4.541 -1.873 -2.295
O 6.567 -0.667 -1.870
H 6.560 -3.604 -4.877
H 5.901 -2.190 -5.726
H 4.923 -3.027 -4.507
H 7.437 -1.497 -3.915
H 4.234 -1.441 -1.345
H 3.847 -1.540 -3.069
H 4.510 -2.959 -2.207
C 3.665 3.941 -3.819
N 3.784 2.748 -4.634
C 4.806 1.850 -4.668
C 5.983 2.092 -3.756
O 4.753 0.887 -5.418
H 2.770 3.861 -3.198
H 3.561 4.810 -4.471
H 4.531 4.077 -3.179
H 3.033 2.524 -5.267
H 6.709 1.296 -3.894
H 6.460 3.043 -3.997
H 5.658 2.085 -2.714
C 5.848 5.971 1.443
N 5.547 4.728 2.127
C 6.389 3.700 2.415
C 7.829 3.831 1.986
O 5.973 2.713 3.002
H 5.616 6.807 2.106
H 5.223 6.048 0.551
H 6.892 6.026 1.152
H 4.602 4.571 2.442
H 8.369 2.937 2.285
H 7.895 3.929 0.901
H 8.292 4.694 2.466
C -2.571 -6.324 -4.087
N -2.430 -4.901 -4.334
C -1.468 -4.258 -5.052
C -0.390 -5.098 -5.691
O -1.496 -3.043 -5.161
H -3.534 -6.660 -4.475
H -2.546 -6.503 -3.010
H -1.778 -6.893 -4.561
H -3.116 -4.278 -3.938
H 0.296 -4.445 -6.222
H 0.168 -5.643 -4.928
H -0.827 -5.799 -6.403
*
```

Values from the calculation:
E_HOMO ... -7.308 eV
Max |F| ... 3.9 eV Å⁻¹
SMILES ... C=CC(=O)OCCCCCC[C@]1(CCCCO)OS(=O)(=O)[C@@H](OCC)[C@H](CCCF)[C@]1(CON=O)C[C@H](C)O.CNC(C)=O.CNC(C)=O.CNC(C)=O.CNC(C)=O.CNC(C)=O
Kohn-Sham gap ... 6.8 eV
E_tot ... -97028.4032 eV



# 3
Molecular formula: C41H82Br2O13P2
Method: DFT, ωB97M-V/def2-TZVPD

Geometry as ORCA input:
```
! wB97M-V def2-TZVPD RIJCOSX def2/J DEFGRID3
* xyz 0 1
C 6.214 -2.464 0.668
C 5.913 -1.170 1.420
O 4.764 -0.507 0.930
C 4.987 0.403 -0.131
C 4.027 1.568 -0.026
O 2.700 1.215 -0.368
C 1.808 0.997 0.706
C 0.463 1.631 0.399
O -0.286 0.913 -0.579
C -0.931 -0.244 -0.104
P -2.733 0.094 0.266
C -3.278 -1.695 0.306
C -4.556 -1.900 1.056
O -5.503 -1.207 1.027
Br -4.590 -3.559 2.108
P -2.583 0.865 2.298
O -4.110 0.672 2.787
Br -1.582 -0.829 3.435
H 6.608 -2.221 -0.323
H 6.952 -3.069 1.203
H 5.301 -3.059 0.560
H 5.739 -1.370 2.485
H 6.788 -0.503 1.368
H 6.013 0.803 -0.095
H 4.858 -0.089 -1.107
H 4.095 1.987 0.985
H 4.354 2.346 -0.729
H 1.686 -0.084 0.872
H 2.193 1.417 1.645
H 0.620 2.626 -0.028
H -0.117 1.736 1.328
H -0.430 -0.699 0.760
H -0.967 -0.977 -0.919
H -2.484 -2.339 0.694
H -3.464 -1.986 -0.739
H -4.228 1.236 3.581
C -0.236 1.047 -5.247
C -0.638 1.637 -3.894
C 0.719 2.029 -3.315
O 1.542 2.371 -4.439
C 0.912 1.959 -5.648
H -1.034 1.031 -5.987
H 0.124 0.023 -5.117
H -1.259 2.524 -4.043
H -1.180 0.947 -3.250
H 1.175 1.196 -2.775
H 0.670 2.885 -2.641
H 0.543 2.844 -6.182
H 1.654 1.463 -6.278
C 7.206 2.770 4.615
C 6.996 4.172 4.044
C 6.661 3.862 2.590
O 5.995 2.599 2.597
C 6.137 1.976 3.875
H 7.093 2.716 5.697
H 8.201 2.403 4.355
H 6.149 4.656 4.534
H 7.865 4.821 4.144
H 7.569 3.783 1.983
H 6.004 4.603 2.133
H 5.177 2.017 4.400
H 6.403 0.929 3.726
C 0.146 -0.370 -10.249
C -0.415 -1.755 -9.929
C -0.705 -1.629 -8.439
O -1.045 -0.261 -8.213
C -0.718 0.520 -9.364
H 0.081 -0.103 -11.302
H 1.192 -0.308 -9.943
H -1.340 -1.925 -10.484
H 0.272 -2.569 -10.155
H 0.179 -1.880 -7.842
H -1.533 -2.255 -8.110
H -1.643 0.807 -9.875
H -0.208 1.427 -9.038
C 10.812 -3.395 -1.518
C 10.591 -4.814 -2.038
C 9.730 -5.412 -0.932
O 8.957 -4.336 -0.400
C 9.462 -3.091 -0.883
H 11.080 -2.681 -2.295
H 11.599 -3.387 -0.761
H 10.037 -4.787 -2.978
H 11.512 -5.372 -2.201
H 10.350 -5.836 -0.134
H 9.051 -6.188 -1.289
H 8.760 -2.690 -1.623
H 9.526 -2.386 -0.053
C -3.057 1.934 7.244
C -3.276 3.372 6.774
C -3.076 3.239 5.270
O -3.520 1.921 4.934
C -3.707 1.136 6.126
H -3.502 1.710 8.211
H -1.988 1.716 7.292
H -4.297 3.690 6.996
H -2.589 4.089 7.221
H -2.020 3.336 4.999
H -3.649 3.963 4.690
H -4.777 1.005 6.300
H -3.251 0.158 5.972
C -6.286 -2.240 8.849
C -6.757 -1.346 9.995
C -5.747 -0.208 9.927
O -5.382 -0.077 8.552
C -5.855 -1.210 7.814
H -7.055 -2.913 8.473
H -5.431 -2.840 9.166
H -7.763 -0.973 9.794
H -6.764 -1.842 10.964
H -4.851 -0.438 10.514
H -6.151 0.745 10.274
H -6.699 -0.900 7.188
H -5.056 -1.565 7.162
C -8.370 1.675 -1.118
C -6.972 1.498 -0.527
C -6.096 2.007 -1.663
O -6.856 3.016 -2.336
C -8.212 2.977 -1.894
H -9.159 1.725 -0.369
H -8.598 0.853 -1.800
H -6.853 2.130 0.356
H -6.736 0.476 -0.243
H -5.864 1.205 -2.373
H -5.156 2.442 -1.320
H -8.404 3.844 -1.252
H -8.867 3.042 -2.764
C -3.162 -3.302 -5.297
C -3.711 -1.887 -5.475
C -3.827 -1.423 -4.029
O -2.778 -2.086 -3.316
C -2.208 -3.114 -4.126
H -2.662 -3.694 -6.181
H -3.965 -3.991 -5.028
H -2.994 -1.266 -6.017
H -4.663 -1.848 -6.002
H -4.790 -1.712 -3.595
H -3.703 -0.345 -3.911
H -1.217 -2.794 -4.467
H -2.091 -4.013 -3.518
*
```

Values from the calculation:
E_HOMO ... -8.384 eV
Max |F| ... 0.7 eV Å⁻¹
SMILES ... CCOCCOCCOCP(CC(=O)Br)#P(O)Br.C1CCOC1.C1CCOC1.C1CCOC1.C1CCOC1.C1CCOC1.C1CCOC1.C1CCOC1.C1CCOC1
Kohn-Sham gap ... 9.0 eV
E_tot ... -229123.8338 eV



- Which of these has the lowest E_HOMO?
  C41H80N2O20P3S